The following is a quantum chemistry calculation of one molecule with the formula C4H7NO, from the OMol25 dataset.

Geometry as ORCA input:
```
! wB97M-V def2-TZVPD RIJCOSX def2/J DEFGRID3
* xyz 0 1
O -1.4687 -1.6515 -0.0418
N 1.4296 0.2967 0.1307
C 0.0152 0.3242 -0.2244
C -0.8571 -2.3242 -0.9673
C 0.6896 1.5457 0.2690
C -0.9164 -0.4777 0.6427
H 0.8531 2.3342 -0.4642
H 0.1376 -1.8222 -1.1399
H -0.2547 0.3314 -1.2797
H -0.3970 -0.8436 1.5329
H 2.0285 0.3039 -0.6892
H 0.5413 1.8940 1.2882
H -1.8010 0.0892 0.9430
*
```

Values from the calculation:
total energy = -286.4425 hartree
lowest unoccupied orbital energy = 0.031 hartree
HOMO energy = -0.31058 Ha
relative energy (zero: lowest compared OMol25 entry of this formula, charge and spin) = 496.5 kJ/mol
Kohn-Sham gap = 9.3 eV

Here are the Mulliken charges for atoms 1 to 8, given in e:
1. O -0.19
2. N -0.55
3. C -0.05
4. C -0.24
5. C -0.40
6. C -0.54
7. H 0.25
8. H 0.21

The following is a quantum chemistry calculation of one molecule with the formula C5H10O2, from the OMol25 dataset.

Geometry as ORCA input:
```
! wB97M-V def2-TZVPD RIJCOSX def2/J DEFGRID3
* xyz 0 1
O -0.1459 0.9276 2.0713
O -1.1351 -0.7874 -0.8614
C -0.1255 0.5077 0.9346
C 0.9214 0.8906 -0.0878
C 1.7902 2.0633 0.3542
C -1.2138 -2.1572 -1.1680
C -1.1826 -0.5050 0.5135
H -0.3465 -2.7063 -0.7741
H -2.1673 -0.1075 0.7955
H 1.5195 -0.0156 -0.2600
H -2.1274 -2.6172 -0.7675
H -1.2236 -2.2463 -2.2558
H 1.6528 2.9274 -0.2975
H 2.8504 1.8088 0.3502
H -1.0064 -1.4030 1.1233
H 1.5245 2.3555 1.3712
H 0.4153 1.0646 -1.0417
*
```

Values from the calculation:
total energy = -346.9628 hartree
lowest unoccupied orbital energy = 0.032 hartree
HOMO energy = -0.35110 Ha
structure (SMILES) = CCC(=O)COC
relative energy (zero: lowest compared OMol25 entry of this formula, charge and spin) = 164.4 kJ/mol
Kohn-Sham gap = 10.4 eV

Here are the Mulliken charges for atoms 1 to 8, given in e:
1. O -0.59
2. O -0.33
3. C 0.41
4. C -0.31
5. C -1.04
6. C -0.75
7. C -0.40
8. H 0.34

The following is a quantum chemistry calculation of C3H2O3Sn as an isolated structure, from the OMol25 dataset.

Geometry as ORCA input:
```
! wB97M-V def2-TZVPD RIJCOSX def2/J DEFGRID3
* xyz 2 1
Sn 3.6689 -0.1430 -0.2362
O 1.9832 -0.4137 -0.2433
O -2.7576 0.7901 1.4453
O -1.5370 0.2186 -0.4597
C -2.1261 0.4059 0.5764
C 0.8292 0.1419 -0.2697
C -0.3229 -0.5846 -0.2269
H 0.7505 1.2392 -0.2701
H -0.4882 -1.6544 -0.3157
*
```

Values from the calculation:
total energy = -554.7205 hartree
lowest unoccupied orbital energy = -0.364 hartree
HOMO energy = -0.70988 Ha
relative energy (zero: lowest compared OMol25 entry of this formula, charge and spin) = 95.3 kJ/mol
Kohn-Sham gap = 9.4 eV

Here are the Mulliken charges for atoms 1 to 8, given in e:
1. Sn 1.09
2. O -0.39
3. O -0.03
4. O -0.10
5. C 0.80
6. C 0.32
7. C -0.39
8. H 0.31

The following is a quantum chemistry calculation of a 2-piece molecular cluster, C6H14O overall, from the OMol25 dataset.

Geometry as ORCA input:
```
! wB97M-V def2-TZVPD RIJCOSX def2/J DEFGRID3
* xyz 0 1
O 0.9415 -0.5814 1.7830
C -1.3856 -0.9141 2.1850
C -0.4214 -0.6168 -0.1915
C 0.7656 -0.0933 -1.0047
C 0.8610 1.4323 -0.9291
C 0.6745 -0.5562 -2.4581
C -0.1713 -0.6842 1.3085
H -1.3218 -0.0126 -0.3787
H -0.2824 2.3426 2.2650
H -1.0927 -0.8840 3.2370
H 1.6719 -0.5137 -0.5535
H -0.0112 1.8992 -1.4063
H -1.8351 -1.8895 1.9595
H -0.2389 -0.1764 -2.9331
H 1.7554 1.7971 -1.4468
H 1.5279 -0.1900 -3.0399
H 0.6604 -1.6499 -2.5311
H 0.2330 1.8139 2.3582
H -2.1502 -0.1527 1.9892
H -0.6853 -1.6388 -0.5069
H 0.9096 1.7839 0.1061
*
```

Values from the calculation:
total energy = -312.2195 hartree
lowest unoccupied orbital energy = 0.037 hartree
HOMO energy = -0.35465 Ha
structure (SMILES) = CC(=O)CC(C)C.[H][H]
relative energy (zero: lowest compared OMol25 entry of this formula, charge and spin) = 93.3 kJ/mol
Kohn-Sham gap = 10.7 eV

Here are the Mulliken charges for atoms 1 to 8, given in e:
1. O -0.54
2. C -1.25
3. C -0.96
4. C 0.77
5. C -1.37
6. C -1.55
7. C 0.74
8. H 0.39

- Among the records above, which one has the highest HOMO energy?
  C4H7NO